[1]
Computed, not measured: an isolated molecule of C7H5N in a non-equilibrium geometry, with ωB97M-V with the def2-TZVPD basis set.

XYZ file:
```
13
Properties=species:S:1:pos:R:3
C 1.249 -2.750 -0.914
C 0.625 -1.878 -0.328
C 0.135 -0.536 0.107
C 0.221 0.110 1.444
C -0.415 1.378 1.401
C -0.816 1.589 -0.949
C -0.345 0.142 -0.986
H 1.352 -3.860 -1.227
H 0.302 -0.410 2.398
H -0.174 1.976 2.299
H -1.161 2.366 -1.718
H -0.139 -0.355 -1.816
N -0.833 2.227 0.288
```

* HOMO: -9.6 eV
* charge: 0
* spin multiplicity: 1
* total energy: -324.33221 hartree
* SMILES: C#Cc1ccncc1
* ΔE to the lowest compared entry with this formula, charge and spin: 61.9 kcal/mol
* frontier orbital gap: 9.52 eV

[2]
Computed, not measured: a cluster of 2 separate species, C5H14N in total in a non-equilibrium geometry, with ωB97M-V with the def2-TZVPD basis set.

XYZ file:
```
20
Properties=species:S:1:pos:R:3
C -2.996 0.035 -0.603
C 0.285 0.612 -0.337
C 1.590 -0.026 -0.430
C 1.196 -1.440 0.148
C 2.624 0.735 0.368
N -2.338 0.052 0.754
H -2.676 0.858 -1.229
H -4.095 0.138 -0.491
H 0.295 1.154 0.604
H -1.328 0.099 0.502
H 1.987 -0.251 -1.432
H 2.019 -2.154 0.096
H 0.759 -1.444 1.156
H 0.437 -1.786 -0.635
H 2.849 1.701 -0.076
H 3.617 0.301 0.573
H 2.189 0.861 1.381
H -0.091 0.966 -1.309
H -2.653 0.873 1.261
H -2.987 -0.989 -0.882
```

* HOMO: -14.0 eV
* charge: +1
* spin multiplicity: 1
* total energy: -253.22868 hartree
* ΔE to the lowest compared entry with this formula, charge and spin: 119.0 kcal/mol
* frontier orbital gap: 6.15 eV

[3]
Computed, not measured: an isolated molecule of C5H4Br2N2 in a non-equilibrium geometry, with ωB97M-V with the def2-TZVPD basis set.

XYZ file:
```
13
Properties=species:S:1:pos:R:3
C 2.062 -0.010 0.183
C 1.796 -1.290 -0.394
C 0.840 0.494 0.495
C -1.973 1.126 -0.071
C -1.522 -0.116 0.050
N 0.484 -1.495 -0.466
N -0.076 -0.360 -0.035
Br -3.837 1.585 -0.158
Br -2.502 -1.647 -0.016
H 3.094 0.332 0.340
H 2.410 -2.039 -0.727
H 0.653 1.383 1.073
H -1.428 2.037 -0.275
```

* HOMO: -9.1 eV
* charge: 0
* spin multiplicity: 1
* total energy: -5450.40516 hartree
* SMILES: Br/C=C(\Br)n1cccn1
* ΔE to the lowest compared entry with this formula, charge and spin: 0.0 kcal/mol
* frontier orbital gap: 9.64 eV

[4]
Computed, not measured: an isolated molecule of C3H7NOS in a non-equilibrium geometry, with ωB97M-V with the def2-TZVPD basis set.

XYZ file:
```
13
Properties=species:S:1:pos:R:3
C -1.350 -0.403 0.701
C -0.731 -0.542 -0.616
C 1.594 -0.060 -0.164
H -0.929 0.382 1.351
H -1.383 -1.348 1.264
H -2.319 0.026 0.519
H -0.800 0.343 -1.375
H -1.149 -1.401 -1.144
H 0.223 1.368 0.032
H 1.870 1.983 0.003
N 1.199 1.245 -0.230
O 0.660 -0.975 -0.503
S 3.115 -0.619 0.161
```

* HOMO: -8.3 eV
* charge: 0
* spin multiplicity: 1
* total energy: -646.67165 hartree
* SMILES: CCOC(N)=S
* ΔE to the lowest compared entry with this formula, charge and spin: 25.3 kcal/mol
* frontier orbital gap: 8.94 eV

[5]
Computed, not measured: an isolated molecule of HN5 in a non-equilibrium geometry, with ωB97M-V with the def2-TZVPD basis set.

XYZ file:
```
6
Properties=species:S:1:pos:R:3
N -0.258 -0.684 1.210
N 0.159 -0.905 0.102
N -0.605 -0.798 2.270
N 0.360 -0.172 -0.958
N 0.075 1.052 -0.864
H 0.269 1.508 -1.759
```

* HOMO: -10.3 eV
* charge: 0
* spin multiplicity: 1
* total energy: -274.23295 hartree
* ΔE to the lowest compared entry with this formula, charge and spin: 45.8 kcal/mol
* frontier orbital gap: 10.17 eV

[6]
Computed, not measured: a cluster of 2 separate species, C6H13NO5 in total in a non-equilibrium geometry, with ωB97M-V with the def2-TZVPD basis set.

XYZ file:
```
25
Properties=species:S:1:pos:R:3
C 0.462 -2.026 0.836
C -0.195 -1.448 -0.386
C -0.653 0.012 -0.218
C -1.023 0.588 -1.573
C -1.771 0.135 0.838
C -2.051 1.582 1.194
O 0.393 0.778 0.346
O 1.525 0.847 -0.850
O 2.349 -0.141 -0.744
N 4.198 0.720 -0.430
O 4.971 -0.013 0.138
O 4.252 1.783 -0.998
H 0.869 -3.006 0.581
H 1.292 -1.378 1.142
H -0.248 -2.140 1.663
H 0.501 -1.476 -1.229
H -1.065 -2.060 -0.677
H -1.831 0.026 -2.056
H -1.349 1.624 -1.473
H -0.140 0.547 -2.208
H -2.682 -0.370 0.489
H -1.440 -0.412 1.728
H -2.839 1.633 1.948
H -1.151 2.036 1.617
H -2.374 2.159 0.322
```

* HOMO (alpha / beta): -10.6 / -10.0 eV
* charge: 0
* spin multiplicity: 1
* total energy: -667.01819 hartree
* ΔE to the lowest compared entry with this formula, charge and spin: 218.7 kcal/mol
* frontier orbital gap (alpha / beta): 9.22 / 8.80 eV

[7]
Computed, not measured: a structure of composition C26H21Cl3N7O2RbSSi, with ωB97M-V with the def2-TZVPD basis set.

XYZ file:
```
62
Properties=species:S:1:pos:R:3
Rb -2.660 0.214 -0.146
N -1.965 0.434 3.216
C -0.700 0.042 3.560
S -0.500 -1.028 4.860
N 0.362 0.513 2.879
N -0.005 1.299 1.860
C 0.922 1.852 1.141
C 2.384 1.668 1.350
C 2.963 1.663 2.622
C 4.328 1.464 2.776
C 5.143 1.259 1.670
C 4.579 1.258 0.401
C 3.216 1.462 0.246
C 0.472 2.709 0.025
C 1.246 3.794 -0.408
C 0.790 4.587 -1.443
C -0.429 4.291 -2.034
C -1.133 3.201 -1.546
N -0.700 2.426 -0.556
H -2.693 0.177 3.854
H -2.061 1.261 2.649
H 2.326 1.779 3.486
H 4.755 1.454 3.772
H 6.206 1.090 1.798
H 5.199 1.084 -0.471
H 2.779 1.440 -0.745
H 2.188 4.009 0.080
H 1.375 5.436 -1.777
H -0.832 4.883 -2.844
H -2.095 2.937 -1.974
O -4.203 -4.227 -0.718
C -3.385 -3.310 -0.838
O -3.554 -2.178 -1.381
C -1.976 -3.579 -0.275
C -1.628 -4.920 0.033
C -0.390 -5.185 0.528
C 0.518 -4.119 0.731
C 1.813 -4.305 1.263
C 2.639 -3.233 1.464
C 2.209 -1.934 1.129
C 0.966 -1.731 0.597
C 0.084 -2.815 0.397
N -1.165 -2.567 -0.100
H -2.378 -5.680 -0.130
H -0.087 -6.196 0.781
H 2.130 -5.309 1.527
H 3.622 -3.375 1.896
H 2.857 -1.087 1.317
H 0.621 -0.738 0.336
N -1.854 -1.058 -3.132
C -2.000 -1.132 -4.464
C -1.115 -0.229 -5.018
C -0.481 0.355 -3.906
N -0.934 -0.157 -2.769
H -2.404 -1.576 -2.408
H -2.720 -1.802 -4.904
H -0.959 -0.017 -6.063
H 0.276 1.123 -3.881
Cl -4.752 2.233 -1.667
Si -5.116 2.646 0.509
Cl -7.284 2.650 0.423
Cl -4.807 4.794 0.427
```

* HOMO: -2.2 eV
* charge: -2
* spin multiplicity: 1
* total energy: -3629.82402 hartree
* ΔE to the lowest compared entry with this formula, charge and spin: 7.3 kcal/mol
* frontier orbital gap: 6.05 eV

[8]
Computed, not measured: a structure of composition C22H42B2BrHfO23S7 in a non-equilibrium geometry, with ωB97M-V with the def2-TZVPD basis set.

XYZ file:
```
98
Properties=species:S:1:pos:R:3
Hf 0.218 0.033 -1.274
O 3.110 0.659 7.391
C 2.620 1.129 6.325
O 1.869 0.530 5.404
B 1.379 1.451 4.426
O 2.131 2.730 4.736
C 2.809 2.567 5.859
O 3.570 3.383 6.407
O -0.024 1.645 4.548
C -0.590 1.445 3.417
O -1.730 1.731 3.002
C 0.456 0.929 2.448
O 1.583 0.909 3.025
O 0.294 0.646 1.255
O -1.194 -1.250 0.198
C -2.014 -1.736 0.991
O -2.527 -1.232 2.069
B -3.538 -2.197 2.671
O -3.584 -3.295 1.705
C -2.836 -3.003 0.689
O -2.868 -3.562 -0.359
O -4.858 -1.570 2.781
C -5.377 -1.674 3.952
O -6.524 -1.342 4.293
C -4.274 -2.368 4.787
O -3.236 -2.631 4.027
O -4.317 -2.561 5.993
Br 0.548 1.551 -3.675
C -3.177 -0.301 -4.498
S -2.815 -1.256 -3.018
O -1.697 -0.548 -2.322
C -4.443 -1.019 -2.227
H -4.032 -0.684 -5.055
H -2.282 -0.227 -5.115
H -3.456 0.726 -4.263
H -4.605 -1.631 -1.340
H -5.221 -1.048 -2.990
H -4.451 0.028 -1.924
C 1.280 -2.598 2.295
S 2.256 -2.386 0.735
O 1.586 -1.210 0.030
C 3.709 -1.592 1.471
H 0.335 -3.062 2.013
H 1.197 -1.620 2.769
H 1.850 -3.233 2.974
H 3.312 -0.738 2.019
H 4.460 -1.360 0.714
H 4.107 -2.322 2.176
C 3.837 2.306 0.909
S 3.702 1.448 -0.715
O 2.328 0.841 -0.748
C 3.802 2.868 -1.886
H 2.847 2.694 1.149
H 4.533 3.130 0.754
H 4.211 1.594 1.645
H 4.841 3.164 -1.744
H 3.100 3.683 -1.712
H 3.556 2.446 -2.861
C 1.409 -4.694 -1.981
S -0.089 -3.677 -1.719
O 0.101 -2.204 -1.906
C -1.038 -4.352 -3.095
H 2.077 -4.654 -1.121
H 1.914 -4.306 -2.866
H 1.083 -5.722 -2.140
H -0.667 -4.085 -4.084
H -2.087 -4.059 -3.055
H -0.984 -5.439 -3.038
C 0.094 4.532 0.934
S 0.787 3.788 -0.582
O 0.307 2.310 -0.620
C -0.268 4.711 -1.779
H 0.755 4.418 1.793
H -0.952 4.238 1.030
H 0.033 5.616 0.839
H -0.081 4.480 -2.828
H -0.112 5.782 -1.650
H -1.317 4.488 -1.584
C 4.586 -2.106 -2.353
S 3.182 -1.475 -3.388
O 2.147 -0.884 -2.465
C 4.158 -0.128 -4.213
H 5.266 -2.602 -3.046
H 4.226 -2.813 -1.605
H 5.095 -1.328 -1.785
H 3.552 0.414 -4.939
H 5.028 -0.598 -4.672
H 4.574 0.497 -3.423
C -4.104 1.340 0.713
S -2.846 2.266 -0.207
O -1.780 1.264 -0.732
C -4.004 2.561 -1.686
H -4.913 2.057 0.849
H -3.661 1.068 1.671
H -4.470 0.388 0.328
H -4.253 3.615 -1.806
H -4.951 2.058 -1.491
H -3.564 2.229 -2.626
```

* HOMO: -11.1 eV
* charge: +1
* spin multiplicity: 1
* total energy: -8053.20462 hartree
* frontier orbital gap: 8.58 eV

[9]
Computed, not measured: a cluster of 2 separate species, C5H14 in total in a non-equilibrium geometry, with ωB97M-V with the def2-TZVPD basis set.

XYZ file:
```
19
Properties=species:S:1:pos:R:3
C -1.865 -1.389 2.107
C -2.247 -1.555 0.639
H -2.768 -1.430 2.739
H -1.265 -2.230 2.464
H -1.419 -0.420 2.293
H -1.556 -1.006 0.009
H -3.231 -1.139 0.430
H -2.247 -2.579 0.271
C 1.304 1.247 -0.430
C 0.498 0.372 -1.378
C 2.669 1.643 -0.998
H 1.446 0.806 0.561
H 0.702 2.124 -0.195
H 1.174 -0.274 -1.951
H -0.211 -0.333 -0.958
H 3.134 0.776 -1.473
H 3.322 2.020 -0.220
H -0.016 0.964 -2.131
H 2.577 2.403 -1.779
```

* HOMO: -11.3 eV
* charge: 0
* spin multiplicity: 1
* total energy: -198.87755 hartree
* SMILES: CCC.CC
* ΔE to the lowest compared entry with this formula, charge and spin: 7.3 kcal/mol
* frontier orbital gap: 12.45 eV

[10]
Computed, not measured: a structure of composition C16H15N2O2PS2Sr in a non-equilibrium geometry, with ωB97M-V with the def2-TZVPD basis set.

XYZ file:
```
39
Properties=species:S:1:pos:R:3
C 0.329 -0.956 -1.793
C 0.349 -1.876 -0.594
O 1.311 -2.675 -0.486
N -0.639 -1.934 0.345
C -1.410 -3.219 0.300
C -1.969 -3.588 -1.035
O -1.523 -3.864 1.274
C -1.438 -0.730 0.466
C -2.821 -0.707 0.405
C -3.489 0.497 0.627
C -2.791 1.657 0.915
C -1.396 1.633 0.993
C -0.703 0.446 0.766
N 0.735 0.349 0.854
P 1.335 -0.044 2.451
S 3.133 -0.705 2.437
C 1.427 1.494 0.299
C 2.616 1.295 -0.411
C 3.325 2.379 -0.913
C 2.845 3.671 -0.720
C 1.667 3.881 -0.018
C 0.962 2.793 0.500
S -0.516 3.091 1.419
H 0.307 -1.550 -2.721
H 1.265 -0.407 -1.798
H -0.520 -0.289 -1.821
H -2.611 -4.452 -0.922
H -1.164 -3.850 -1.728
H -2.523 -2.772 -1.491
H -3.405 -1.598 0.232
H -4.565 0.520 0.587
H -3.335 2.573 1.081
H 0.336 -0.935 2.854
H 1.119 1.121 3.190
H 3.011 0.295 -0.525
H 4.260 2.231 -1.429
H 3.387 4.515 -1.112
H 1.294 4.884 0.119
Sr 1.801 -3.174 -2.594
```

* HOMO: -13.3 eV
* charge: +2
* spin multiplicity: 1
* total energy: -2046.57550 hartree
* frontier orbital gap: 4.63 eV

[11]
Computed, not measured: an isolated molecule of C19H21ClFN5O2, with ωB97M-V with the def2-TZVPD basis set.

XYZ file:
```
49
Properties=species:S:1:pos:R:3
C -2.478 -2.403 0.501
N -2.527 -1.479 -0.613
C -1.447 -0.937 -1.224
O -1.573 -0.124 -2.126
C -0.072 -1.384 -0.760
H 0.485 -1.677 -1.649
C 0.678 -0.202 -0.083
N 1.378 0.584 -1.077
C 1.304 2.011 -0.883
H 1.802 2.503 -1.720
H 1.778 2.347 0.057
C -0.171 2.387 -0.854
N -0.748 1.756 0.308
C -0.380 0.542 0.728
O -0.886 0.011 1.704
H -1.516 2.199 0.791
H -0.302 3.467 -0.779
H -0.655 2.014 -1.764
C 2.678 0.069 -1.458
C 3.715 0.087 -0.354
C 4.435 1.244 -0.070
C 5.338 1.343 0.971
C 5.551 0.236 1.774
C 4.884 -0.946 1.513
C 3.984 -1.013 0.459
Cl 3.226 -2.539 0.146
H 5.059 -1.821 2.119
H 6.246 0.291 2.597
H 5.861 2.271 1.134
F 4.268 2.324 -0.863
H 2.551 -0.957 -1.809
H 3.032 0.678 -2.294
H 1.372 -0.623 0.663
H -0.122 -2.224 -0.075
C -3.839 -1.122 -1.105
C -4.661 -0.297 -0.156
N -5.965 -0.250 -0.414
C -6.719 0.516 0.357
C -6.173 1.262 1.392
N -4.881 1.193 1.677
C -4.128 0.410 0.923
H -3.086 0.339 1.201
H -6.769 1.917 2.011
H -7.777 0.526 0.132
H -3.684 -0.538 -2.021
H -4.404 -2.023 -1.370
H -1.873 -1.998 1.313
H -3.490 -2.545 0.873
H -2.085 -3.377 0.193
```

* HOMO: -8.6 eV
* charge: 0
* spin multiplicity: 1
* total energy: -1720.97174 hartree
* SMILES: CN(Cc1cnccn1)C(=O)C[C@@H]1C(=O)NCCN1Cc1c(F)cccc1Cl
* ΔE to the lowest compared entry with this formula, charge and spin: 0.0 kcal/mol
* frontier orbital gap: 9.32 eV

[12]
Computed, not measured: a structure of composition C4H8N4 in a non-equilibrium geometry, with ωB97M-V with the def2-TZVPD basis set.

XYZ file:
```
16
Properties=species:S:1:pos:R:3
C 0.777 -1.919 1.782
C 0.517 -0.035 0.282
C -1.627 1.412 0.061
C 0.850 0.459 -2.534
H 1.877 -1.966 1.480
H 0.429 -3.002 1.737
H 0.827 -1.406 2.970
H 1.652 -0.052 -0.234
H -1.887 2.277 -0.634
H -3.317 1.634 1.186
H 0.661 0.665 -3.869
H 1.868 -0.193 -2.056
N -0.005 -1.028 0.833
N -0.273 1.031 -0.326
N -2.305 1.198 1.049
N -0.043 0.925 -1.729
```

* HOMO: -8.8 eV
* charge: 0
* spin multiplicity: 1
* total energy: -375.99568 hartree
* ΔE to the lowest compared entry with this formula, charge and spin: 158.6 kcal/mol
* frontier orbital gap: 9.64 eV

[13]
Computed, not measured: a structure of composition C14H23B3Cl4F12N5Ni in a non-equilibrium geometry, with ωB97M-V with the def2-TZVPD basis set.

XYZ file:
```
62
Properties=species:S:1:pos:R:3
Ni 1.141 0.999 2.183
B -0.618 0.106 0.188
F -0.910 0.146 -1.167
F -1.102 1.230 0.850
F -1.091 -1.033 0.841
F 0.849 0.131 0.339
B 1.837 3.616 0.727
F 1.892 2.695 -0.343
F 1.208 4.781 0.334
F 1.084 2.974 1.800
F 3.121 3.886 1.213
B 0.539 1.476 4.770
F -0.317 1.139 3.652
F 1.790 1.712 4.159
F 0.050 2.588 5.425
F 0.584 0.381 5.641
C 1.415 -3.315 4.046
C 1.442 -1.997 3.436
N 1.423 -0.976 2.929
H 0.447 -3.401 4.540
H 2.173 -3.417 4.823
H 1.577 -4.101 3.315
C 0.858 -3.017 -0.837
C -0.180 -3.807 -1.490
N -1.021 -4.427 -1.968
H 1.438 -2.455 -1.568
H 1.575 -3.670 -0.340
H 0.383 -2.363 -0.111
C -2.426 -3.648 1.470
C -1.159 -4.324 1.732
N -0.144 -4.835 1.904
H -3.229 -4.378 1.361
H -2.341 -3.160 0.500
H -2.684 -2.951 2.260
C 4.868 1.520 -0.274
C 3.973 1.159 0.814
N 3.274 0.893 1.678
H 5.523 2.312 0.084
H 4.202 1.835 -1.075
H 5.462 0.671 -0.603
C -4.136 0.171 0.337
C -5.543 0.314 0.709
N -6.644 0.451 1.000
H -3.947 -0.779 -0.157
H -3.514 0.318 1.216
H -3.921 0.958 -0.388
Cl -3.864 1.539 -5.961
C -3.757 1.311 -4.181
C -2.477 1.891 -3.638
Cl -2.352 3.654 -3.860
H -3.834 0.250 -3.961
H -4.621 1.848 -3.798
H -1.597 1.416 -4.064
H -2.409 1.767 -2.558
Cl 3.027 1.911 -5.167
C 2.135 1.974 -3.636
C 1.602 0.611 -3.219
Cl 2.898 -0.619 -3.153
H 1.318 2.680 -3.771
H 2.774 2.374 -2.852
H 0.821 0.262 -3.891
H 1.129 0.725 -2.243
```

* HOMO (alpha / beta): -8.9 / -8.9 eV
* charge: -1
* spin multiplicity: 3
* total energy: -5443.92919 hartree
* ΔE to the lowest compared entry with this formula, charge and spin: 0.0 kcal/mol
* frontier orbital gap (alpha / beta): 11.06 / 10.78 eV

[14]
Computed, not measured: a cluster of 2 separate species, C4H12 in total, with ωB97M-V with the def2-TZVPD basis set.

XYZ file:
```
16
Properties=species:S:1:pos:R:3
C 1.362 -0.920 0.561
C 2.841 -1.211 0.849
H 0.720 -1.110 1.428
H 1.162 0.142 0.408
H 0.980 -1.488 -0.284
H 3.464 -0.688 0.128
H 3.125 -2.260 0.858
H 3.030 -0.821 1.851
C -1.968 0.659 -0.074
C -2.209 1.441 -1.357
H -2.507 -0.289 -0.040
H -0.917 0.404 0.033
H -2.301 1.240 0.787
H -1.845 2.467 -1.330
H -3.264 1.455 -1.628
H -1.675 0.977 -2.190
```

* HOMO: -11.8 eV
* charge: 0
* spin multiplicity: 1
* total energy: -159.57978 hartree
* SMILES: CC.CC
* ΔE to the lowest compared entry with this formula, charge and spin: 3.3 kcal/mol
* frontier orbital gap: 12.85 eV